Entry 1:
2 unconnected molecules or ions with the total composition C4H9O2 in a non-equilibrium geometry. Source: the Open Molecules 2025 dataset; level of theory: the ωB97M-V functional and the def2-TZVPD basis.

Each line ends with the natural charge from an NBO analysis.
Geometry (Å):
1 C 0.51972 -0.44512 2.23256  -0.60
2 C -0.97832 -0.21976 1.97108  -0.61
3 H 1.10809 -0.74857 1.37912  0.23
4 H 1.04586 0.37563 2.73377  0.20
5 H 0.60377 -1.18656 3.03918  0.18
6 H -1.53996 -0.35218 2.89142  0.18
7 H -1.23380 -0.90202 1.16547  0.21
8 H -1.21666 0.79947 1.67448  0.22
9 C -0.25217 -0.00822 -2.73762  -0.76
10 C 0.93061 0.79661 -2.05027  0.77
11 O 2.07784 0.30631 -2.13738  -0.79
12 O 0.58277 1.87681 -1.51382  -0.80
13 H 0.00472 -1.05519 -2.84791  0.20
14 H -0.47098 0.60947 -3.61699  0.20
15 H -1.18149 0.15334 -2.18309  0.19

* HOMO: -0.1387 Ha
* total charge: -1

Entry 2:
2 unconnected molecules or ions with the total composition C4H9O2 in a non-equilibrium geometry. Source: the Open Molecules 2025 dataset; level of theory: the ωB97M-V functional and the def2-TZVPD basis.

Each line ends with the natural charge from an NBO analysis.
Geometry (Å):
1 C 0.51201 -0.05391 -1.18969  -0.61
2 C 0.94894 0.25124 -2.63731  -0.62
3 H 0.03536 0.77236 -0.66846  0.20
4 H -0.30502 -0.77439 -1.21728  0.22
5 H 1.35565 -0.38543 -0.60107  0.24
6 H 1.72895 -0.48394 -2.87676  0.19
7 H 1.39165 1.24724 -2.72926  0.19
8 H 0.20569 0.07435 -3.41652  0.18
9 C -1.47964 0.13547 2.37355  -0.77
10 C -0.06248 -0.42051 1.91996  0.78
11 O 0.91272 0.28082 2.24336  -0.80
12 O -0.13225 -1.42020 1.16941  -0.80
13 H -1.43306 0.16348 3.46858  0.19
14 H -2.25939 -0.56216 2.10838  0.20
15 H -1.41913 1.17558 2.05312  0.21

* HOMO: -0.1382 Ha
* total charge: -1

Entry 3:
A gas-phase ion, C4H9O2 (charge +1) in a non-equilibrium geometry. Source: the Open Molecules 2025 dataset; level of theory: the ωB97M-V functional and the def2-TZVPD basis.

Each line ends with the natural charge from an NBO analysis.
Geometry (Å):
1 C 2.19333 -0.20102 0.30340  0.39
2 C -1.16566 -0.65822 0.90233  -0.66
3 C -0.62586 1.41795 -0.66875  -0.62
4 C -0.13154 -0.04067 -0.07061  0.51
5 O 0.05474 -0.97156 -1.06734  -0.71
6 O 1.07110 0.25001 0.60245  -0.31
7 H 3.03625 0.18625 0.84653  0.21
8 H 2.55132 -0.90826 -0.46904  0.23
9 H -0.61760 -1.63283 1.08482  0.22
10 H -1.40393 -0.01962 1.77835  0.26
11 H -2.11083 -0.98360 0.53613  0.26
12 H 0.09140 1.70956 -1.37430  0.22
13 H -0.78135 2.21846 0.02854  0.24
14 H -1.52765 1.20838 -1.27916  0.25
15 H -0.63372 -1.57483 -1.15336  0.51

* HOMO: -0.5765 Ha
* total charge: +1

Entry 4:
2 unconnected molecules or ions with the total composition C4H9O2P in a non-equilibrium geometry. Source: the Open Molecules 2025 dataset; level of theory: the ωB97M-V functional and the def2-TZVPD basis.

Each line ends with the natural charge from an NBO analysis.
Geometry (Å):
1 C -3.83598 0.66923 0.62946  0.48
2 C -0.52078 0.63653 1.27757  -1.03
3 C 1.31489 -1.21524 -0.00901  -0.97
4 C -0.54119 0.32197 -1.60480  -1.02
5 O -1.58073 -1.64438 0.01207  -1.09
6 O -4.27576 -0.21869 0.10179  -0.47
7 P -0.49851 -0.65510 0.00559  1.91
8 H -0.83909 0.10287 2.24142  0.26
9 H -1.20238 1.53386 1.14086  0.26
10 H 0.50750 0.90013 1.25308  0.23
11 H 1.39525 -1.94928 -0.83180  0.25
12 H 1.68114 -1.63917 0.93349  0.24
13 H 1.79130 -0.26460 -0.06228  0.22
14 H 0.36767 0.03507 -2.13485  0.23
15 H -0.67401 1.42017 -1.44586  0.24
16 H -1.48717 0.11766 -2.29353  0.26

* HOMO: -0.3615 Ha

Entry 5:
2 unconnected molecules or ions with the total composition C4H9O2S in a non-equilibrium geometry. Source: the Open Molecules 2025 dataset; level of theory: the ωB97M-V functional and the def2-TZVPD basis.

Each line ends with the natural charge from an NBO analysis.
Geometry (Å):
1 C -1.94596 -0.65882 -0.50061  -0.75
2 C -1.28495 0.15139 2.22836  -0.72
3 S -2.41028 0.56235 0.83121  0.08
4 H -0.87805 -0.81652 -0.25013  0.30
5 H -2.51806 -1.58272 -0.44176  0.19
6 H -1.97892 -0.22024 -1.49166  0.21
7 H -1.43804 -0.86635 2.56730  0.20
8 H -1.78767 0.77332 2.97480  0.20
9 H -0.27384 0.40206 1.93867  0.28
10 C 2.29497 0.74328 -1.56873  -0.74
11 C 1.79287 -0.26091 -0.53956  0.77
12 O 2.35865 -1.37281 -0.53973  -0.77
13 O 0.78959 0.10361 0.14778  -0.83
14 H 2.90986 0.19625 -2.26864  0.21
15 H 2.92313 1.53769 -1.13508  0.20
16 H 1.44671 1.30841 -1.95224  0.21

* HOMO: -0.1582 Ha
* total charge: -1

Entry 6:
2 unconnected molecules or ions with the total composition C4H9O2S2 in a non-equilibrium geometry. Source: the Open Molecules 2025 dataset; level of theory: the ωB97M-V functional and the def2-TZVPD basis.

Each line ends with the natural charge from an NBO analysis.
Geometry (Å):
1 C 0.34172 1.38697 0.75740  -0.66
2 C -0.55104 -0.95312 1.05081  -0.70
3 C 0.39258 -0.32734 -1.23291  -0.66
4 C -0.22072 0.14505 0.11248  0.02
5 O -2.96320 0.29894 -1.71821  -0.99
6 O -3.02486 1.75694 0.30084  -0.99
7 S -3.54932 -1.08037 0.68971  -0.70
8 S -2.70814 0.48601 -0.29064  1.78
9 H -0.14588 1.62048 1.66898  0.23
10 H 1.38694 1.07159 1.05876  0.18
11 H 0.55048 2.19073 0.04546  0.21
12 H -0.89205 -0.43759 1.97486  0.22
13 H 0.48814 -1.37352 1.32828  0.16
14 H -1.30498 -1.58490 0.59970  0.27
15 H 1.35292 -0.91147 -1.01851  0.18
16 H -0.33099 -0.95341 -1.71084  0.24
17 H 0.65372 0.57976 -1.96006  0.20

* HOMO (alpha / beta): -0.1367 / -0.1367 Ha
* total charge: -1

Entry 7:
2 unconnected molecules or ions with the total composition C4H9O3 in a non-equilibrium geometry. Source: the Open Molecules 2025 dataset; level of theory: the ωB97M-V functional and the def2-TZVPD basis.

Each line ends with the natural charge from an NBO analysis.
Geometry (Å):
1 C -1.20442 2.77714 -0.81649  -0.73
2 C -0.22362 1.73387 -0.22210  0.77
3 O 0.46870 1.01423 -1.04738  -0.78
4 O -0.00557 1.84426 0.97860  -0.72
5 H -0.56061 3.55150 -1.23138  0.21
6 H -1.73368 3.33211 -0.02168  0.20
7 H -1.97640 2.46781 -1.50181  0.20
8 C 0.62260 -1.43090 0.86823  -0.05
9 C 0.30428 -2.81284 0.17835  -0.65
10 O 1.65592 -0.81610 0.14981  -0.82
11 H -0.24352 -0.72775 0.97179  0.17
12 H 0.94767 -1.67972 1.86792  0.12
13 H -0.59720 -2.81816 -0.44636  0.19
14 H 1.17566 0.05076 -0.34368  0.50
15 H 0.17144 -3.48942 1.03556  0.17
16 H 1.19877 -2.99680 -0.41936  0.22

* HOMO: -0.1708 Ha
* total charge: -1

Entry 8:
2 unconnected molecules or ions with the total composition C4H9O3 in a non-equilibrium geometry. Source: the Open Molecules 2025 dataset; level of theory: the ωB97M-V functional and the def2-TZVPD basis.

Each line ends with the natural charge from an NBO analysis.
Geometry (Å):
1 C 0.92777 -0.52189 -0.62838  -0.55
2 C 0.36329 -0.51112 -2.08763  -0.62
3 C 0.11622 -1.59230 0.26278  0.78
4 O -0.06481 -2.73369 -0.15586  -0.75
5 O -0.00255 -1.20781 1.47170  -0.82
6 H 1.88180 -1.04734 -0.61975  0.21
7 H 0.89458 0.47889 -0.14579  0.22
8 H 0.12867 -1.42600 -2.45609  0.22
9 H 0.76486 0.22598 -2.79826  0.18
10 H -0.67195 -0.07213 -2.16857  0.18
11 C -1.10422 1.57395 1.44729  -0.25
12 O 0.28520 1.48462 1.89154  -0.82
13 H 0.65848 0.50587 1.86984  0.52
14 H -1.13462 2.54442 1.02090  0.15
15 H -1.25261 0.72931 0.80356  0.20
16 H -1.79011 1.56922 2.29271  0.15

* HOMO: -0.1596 Ha
* total charge: -1

Looking at energy above the lowest of the compared OMol25 structures with the same formula, charge and spin for the records above, in order, we have 0.4750 0.5134 1.4715 1.2654 0.7028 2.5448 0.8229 1.4729 eV.